1.
The following is a DFT calculation (ωB97M-V/def2-TZVPD) of C22H21Cl3FN2O2P in the gas phase.

Its SMILES is CCP(C)c1c(C[C@@H](C)Cl)c(F)c(-c2cccnc2)c2c1C(=O)N(/C(Cl)=C(/C)Cl)C2=O. For the molar mass, the calculation gives 501.753 g/mol. The LUMO energy is -1.7311 eV. The energy comes out at -2931.88185 hartree. Its energy relative to the best compared isomer or geometry (same formula, charge and spin) is 507.7 kcal per mole. The HOMO energy is -0.319 Ha.

Last column: Löwdin charge in e.
Cartesian coordinates (Å):
C -3.9665 3.6446 0.3800  -0.205
C -2.9544 2.8048 1.4131  -0.413
P -3.0243 0.9698 0.7619  0.931
C -3.9770 -0.1393 2.0495  -0.303
C -1.2639 0.2527 0.5907  -0.238
C -0.0006 0.5274 1.6302  -0.050
C -0.1814 1.4934 2.9427  -0.217
C -1.2972 0.9879 4.0321  -0.647
C -1.2023 -0.6151 4.3603  -0.147
Cl -0.8764 1.8642 5.6538  0.488
C 1.5080 -0.1451 1.3651  0.030
F 2.6533 0.1076 2.3172  -0.087
C 1.7946 -1.0916 0.0364  -0.006
C 3.2286 -1.7776 -0.3594  -0.099
C 4.0945 -2.7413 0.7004  0.030
C 5.4688 -3.3220 -0.0238  -0.053
C 5.9464 -3.0387 -1.5536  -0.096
N 5.1394 -2.1464 -2.4336  -0.016
C 3.8883 -1.5993 -1.8373  -0.066
C 0.5372 -1.3199 -0.9881  0.035
C -0.9480 -0.6889 -0.7107  -0.034
C -1.8501 -1.1865 -1.9826  -0.233
O -3.1581 -1.4472 -2.0428  0.018
N -0.7624 -1.3264 -3.0686  -0.040
C -0.3585 -0.0136 -3.7309  -0.484
Cl -1.0765 1.6623 -3.2295  0.564
C 0.6388 0.0656 -4.8732  -0.564
C 1.0301 1.5592 -5.5163  -0.160
Cl 1.4560 -1.4270 -5.6063  0.556
C 0.3792 -2.1218 -2.4067  -0.206
O 1.0131 -3.2026 -2.8952  0.000
H -4.6765 4.3843 0.9552  0.074
H -4.5847 2.8849 -0.2956  0.056
H -3.2930 4.2593 -0.3903  0.082
H -1.8806 3.2569 1.2153  0.077
H -3.3200 2.9048 2.5200  0.076
H -4.9431 -0.5069 1.4588  0.057
H -3.3160 -1.1107 2.2084  0.044
H -4.2285 0.4302 3.0407  0.048
H -0.3404 2.6316 2.6257  0.119
H 0.8653 1.4899 3.5170  0.116
H -2.3618 1.3779 3.7437  0.057
H -1.7235 -0.8275 5.3885  0.083
H -1.5513 -1.3172 3.4874  0.071
H -0.0437 -0.8539 4.5200  0.101
H 3.7531 -2.9739 1.7938  0.099
H 6.1507 -4.0508 0.6235  0.084
H 6.9352 -3.5166 -1.9893  0.110
H 3.2516 -0.9011 -2.5709  0.114
H 0.0836 2.1373 -5.9134  0.081
H 1.4488 2.2110 -4.6080  0.082
H 1.8960 1.5013 -6.3055  0.081

2.
The following is a DFT calculation (ωB97M-V/def2-TZVPD) of 3 unconnected molecules or ions with the total composition C15H34BFNO7.

The total charge is -1. For the molar mass, the calculation gives 370.247 g/mol. The LUMO energy is 2.1932 eV. The energy comes out at -1298.05738 hartree. The HOMO energy is -0.163 Ha.

Last column: Löwdin charge in e.
Cartesian coordinates (Å):
C 3.7550 -6.8450 0.7528  0.004
B 3.9042 -5.3404 0.2682  -0.455
O 5.0512 -4.6721 0.6580  0.137
C 2.8368 -4.5343 -0.5876  -0.303
C 1.6284 -5.3959 -1.0101  -0.158
C 0.5230 -5.5047 0.0453  -0.171
C -0.4393 -6.6591 -0.2052  -0.204
F -0.3492 -7.6262 0.8002  -0.083
N 2.4478 -3.3151 0.1442  0.038
C 1.6838 -2.3325 -0.5512  -0.239
O 2.1862 -0.9970 -0.3493  -0.122
O 1.3007 -0.2865 0.5264  -0.073
C 3.6817 -4.2148 -1.8942  -0.682
O 3.8384 -5.2379 -2.6021  -0.044
O 4.0925 -3.0549 -2.0589  -0.009
H 3.6963 -6.8495 1.8485  0.065
H 2.9074 -7.3952 0.3457  0.048
H 4.6655 -7.4062 0.5006  0.063
H 5.8181 -5.2483 0.5983  0.096
H 1.9686 -6.3936 -1.2941  0.103
H 1.2003 -4.9770 -1.9306  0.126
H 0.9339 -5.6059 1.0563  0.118
H -0.0633 -4.5787 0.0396  0.100
H -0.2126 -7.1602 -1.1500  0.113
H -1.4819 -6.3336 -0.2330  0.106
H 2.0131 -3.5552 1.0248  0.105
H 0.6324 -2.2940 -0.2293  0.117
H 1.7285 -2.5105 -1.6250  0.129
H 1.5353 -0.6449 1.3947  0.082
C -1.5688 2.0795 0.5032  -0.071
C -2.7372 2.2388 1.4572  -0.277
O -2.4457 1.8938 2.8042  -0.161
C -1.3962 2.6298 3.4045  -0.285
C -1.6393 4.1298 3.4561  -0.080
H -1.1663 1.0663 0.5276  0.073
H -1.8956 2.3021 -0.5135  0.076
H -0.7542 2.7652 0.7404  0.066
H -3.5496 1.5704 1.1695  0.116
H -3.1294 3.2614 1.4011  0.101
H -0.4429 2.4195 2.9068  0.108
H -1.3209 2.2321 4.4175  0.115
H -1.6763 4.5736 2.4601  0.060
H -0.8309 4.6148 4.0057  0.074
H -2.5825 4.3470 3.9604  0.079
C -0.7242 7.3058 -1.5319  -0.080
C -1.1312 5.8452 -1.4399  -0.279
O -2.3553 5.6284 -0.7591  -0.173
C -3.5016 6.2389 -1.3195  -0.285
C -3.8117 5.7923 -2.7383  -0.080
H -0.6820 7.7539 -0.5381  0.081
H 0.2619 7.3838 -1.9911  0.077
H -1.4184 7.8894 -2.1386  0.064
H -0.3921 5.2901 -0.8624  0.118
H -1.1582 5.3929 -2.4376  0.110
H -3.4208 7.3319 -1.2743  0.106
H -4.3191 5.9529 -0.6568  0.117
H -3.0378 6.0974 -3.4437  0.066
H -4.7527 6.2357 -3.0676  0.075
H -3.9036 4.7065 -2.7847  0.082

3.
The following is a DFT calculation (ωB97M-V/def2-TZVPD) of 8 unconnected molecules or ions with the total composition C12H38Br2F2N2O9S2.

For the molar mass, the calculation gives 616.379 g/mol. The LUMO energy is -1.9226 eV. The energy comes out at -7410.56045 hartree. Its energy relative to the best compared isomer or geometry (same formula, charge and spin) is 68.5 kcal per mole. The HOMO energy is -0.324 Ha.

Last column: Löwdin charge in e.
Cartesian coordinates (Å):
N 0.2789 0.1143 0.0974  0.362
H 0.2003 1.1063 0.2698  0.158
H 0.4437 0.0319 -0.8956  0.159
H -0.5554 -0.3800 0.3800  0.158
H 1.0329 -0.1357 0.7212  0.155
N 0.0645 4.9553 0.5632  -0.298
S 0.7647 5.9346 1.7828  0.576
O -0.1201 6.7162 2.6394  -0.292
O 2.1397 6.3928 1.4865  -0.311
F 1.1294 4.6842 2.7266  -0.243
S 0.0701 6.0931 -0.4824  0.430
O 1.1146 6.0368 -1.5140  -0.312
O -0.6500 7.2966 -0.1362  -0.287
F -1.1209 5.3893 -1.3201  -0.260
Br -0.8669 -2.0174 5.0474  0.583
C -0.3457 -0.7275 6.4164  -0.745
C 0.9875 -0.9169 7.0832  -0.595
Br 1.3529 0.6258 8.3973  0.545
H -1.1991 -0.8018 7.0904  0.045
H -0.4336 0.2983 6.0585  0.051
H 1.7493 -0.9903 6.3071  0.060
H 0.8364 -1.8190 7.6761  0.056
C 5.7042 1.3842 0.2395  -0.106
C 5.7086 0.8638 1.6307  -0.299
O 4.5172 0.0484 1.9544  -0.112
H 6.6430 1.9164 0.0860  0.083
H 4.8818 2.0991 0.2134  0.077
H 5.5497 0.6065 -0.5084  0.075
H 5.6831 1.6940 2.3365  0.116
H 6.6152 0.2688 1.7412  0.108
H 4.6792 -0.8617 1.6953  0.062
C -5.2721 4.6061 2.0075  -0.070
C -4.8123 3.1846 2.4303  -0.348
O -4.1107 2.6901 1.3708  -0.087
H -5.8708 4.6395 1.0973  0.073
H -4.3961 5.2126 1.7776  0.071
H -5.7984 5.2222 2.7366  0.066
H -5.6065 2.4665 2.6344  0.108
H -4.1789 3.1561 3.3169  0.105
H -3.3935 3.3176 1.2539  0.081
C -6.5851 -4.4023 -4.7789  -0.110
C -5.8978 -3.1627 -4.3036  -0.312
O -4.6022 -3.5992 -3.8779  -0.092
H -7.5217 -4.0835 -5.2366  0.072
H -6.9884 -5.0798 -4.0264  0.071
H -6.0958 -5.0821 -5.4764  0.080
H -6.4902 -2.5673 -3.6090  0.113
H -5.6759 -2.5646 -5.1874  0.108
H -4.0100 -2.8478 -3.9565  0.071
C 1.9032 1.1735 -6.4585  -0.066
C 0.8457 0.0572 -6.2369  -0.299
O 0.9823 -0.6967 -4.9933  -0.120
H 2.8008 0.6565 -6.7978  0.067
H 2.0347 1.7393 -5.5362  0.077
H 1.5223 1.7517 -7.3003  0.072
H 0.7269 -0.7039 -7.0080  0.106
H -0.1705 0.4372 -6.1321  0.100
H 1.4619 -1.4706 -5.2976  0.063
C 3.4153 -7.4512 1.1347  -0.101
C 2.6424 -6.2176 1.0374  -0.341
O 3.4748 -5.2513 0.4079  -0.102
H 2.9012 -8.3112 1.5640  0.082
H 4.3932 -7.3736 1.6098  0.087
H 3.7231 -7.7258 0.1258  0.077
H 2.3367 -5.7646 1.9805  0.115
H 1.7773 -6.1897 0.3750  0.112
H 3.6800 -5.6713 -0.4306  0.071

4.
The following is a DFT calculation (ωB97M-V/def2-TZVPD) of a molecular structure, C3H3Br2F.

For the molar mass, the calculation gives 217.863 g/mol. The LUMO energy is 0.4263 eV. The energy comes out at -5363.94749 hartree. Its energy relative to the best compared isomer or geometry (same formula, charge and spin) is 7.8 kcal per mole. The HOMO energy is -0.373 Ha.

Last column: Löwdin charge in e.
Cartesian coordinates (Å):
C -0.6688 0.0438 -0.7332  -0.096
C -0.4328 0.0683 0.7619  -0.441
C 0.7447 -0.1065 -0.1010  -1.201
F -0.6315 1.2162 1.4234  0.027
Br 2.1348 1.2207 -0.4999  0.648
Br 1.5176 -1.8495 -0.0606  0.688
H -1.1783 -0.9286 -1.0740  0.135
H -0.7832 1.0625 -1.1246  0.112
H -0.7024 -0.7269 1.4080  0.127

5.
The following is a DFT calculation (ωB97M-V/def2-TZVPD) of C3H3N3O2 in the gas phase.

Its SMILES is [H]/N=c1\[nH]c(C=O)no1. For the molar mass, the calculation gives 113.076 g/mol. The LUMO energy is -1.0708 eV. The energy comes out at -430.66406 hartree. Its energy relative to the best compared isomer or geometry (same formula, charge and spin) is 161.2 kcal per mole. The HOMO energy is -0.355 Ha.

Last column: Löwdin charge in e.
Cartesian coordinates (Å):
H 2.0451 -1.8532 0.2085  0.155
N 2.6069 -0.8552 -0.2428  0.100
C 1.5603 -0.0787 -0.0262  -0.504
N 0.2276 -0.3696 0.5706  0.110
C -0.5070 0.6972 0.0362  -0.390
C -2.1148 0.3612 -0.1330  -0.031
O -2.1659 -0.8792 -0.1328  0.006
N 0.1404 1.6999 -0.0136  0.146
O 1.4879 1.2561 -0.0499  0.014
H -0.3614 -1.1621 -0.2209  0.238
H -2.9189 1.1834 0.0041  0.156

6.
The following is a DFT calculation (ωB97M-V/def2-TZVPD) of 5 unconnected molecules or ions with the total composition C30H75N5O10.

Its SMILES is COCCNCCOC.COCCNCCOC.COCCNCCOC.COCCNCCOC.COCCNCCOC. For the molar mass, the calculation gives 665.955 g/mol. The LUMO energy is 0.6267 eV. The energy comes out at -2213.93704 hartree. Its energy relative to the best compared isomer or geometry (same formula, charge and spin) is 1.6 kcal per mole. The HOMO energy is -0.313 Ha.

Last column: Löwdin charge in e.
Cartesian coordinates (Å):
C -3.2736 -8.7837 0.6821  -0.104
O -3.9997 -7.6702 0.1749  -0.206
C -3.2413 -6.8324 -0.6923  -0.224
C -3.4427 -5.3806 -0.3166  -0.223
N -2.9397 -5.1530 1.0322  -0.046
C -3.1660 -3.7779 1.4703  -0.222
C -2.3849 -3.4278 2.7017  -0.267
O -2.7362 -2.1408 3.1026  -0.193
C -1.9738 -1.6975 4.2117  -0.088
H -2.7822 -9.3187 -0.1364  0.087
H -4.0102 -9.4433 1.1340  0.085
H -2.5400 -8.4569 1.4236  0.087
H -3.6802 -6.9835 -1.6862  0.125
H -2.1938 -7.1296 -0.6463  0.095
H -4.4880 -5.1199 -0.5327  0.124
H -2.8163 -4.7888 -0.9936  0.120
H -3.5212 -5.7036 1.6619  0.113
H -4.2158 -3.4985 1.6394  0.128
H -2.8699 -3.0815 0.6721  0.122
H -1.3006 -3.6183 2.6924  0.125
H -2.6717 -4.1328 3.5206  0.127
H -2.2966 -0.6893 4.4613  0.086
H -0.9193 -1.6503 3.9216  0.066
H -2.1860 -2.3687 5.0506  0.093
C 3.5131 4.2250 0.3332  -0.100
O 2.2579 3.7213 0.7029  -0.191
C 1.4647 3.4059 -0.4234  -0.230
C 0.2032 2.7265 0.0212  -0.230
N 0.4494 1.4470 0.6696  -0.017
C -0.7038 0.9181 1.3994  -0.195
C -1.3009 1.8180 2.4775  -0.244
O -0.4925 2.0326 3.5966  -0.169
C 0.2209 3.2458 3.5715  -0.100
H 4.1493 4.1027 1.2073  0.098
H 3.4134 5.2695 0.0141  0.093
H 3.9816 3.6833 -0.4931  0.059
H 2.0426 2.7698 -1.1110  0.115
H 1.2144 4.3120 -0.9982  0.130
H -0.5676 2.8413 -0.7339  0.086
H -0.1682 3.4412 0.7885  0.103
H 1.2315 1.5617 1.3025  0.103
H -0.3720 -0.0125 1.8821  0.099
H -1.4535 0.5161 0.7117  0.112
H -2.2111 1.3274 2.8465  0.120
H -1.6947 2.6975 1.9454  0.108
H 0.9242 3.3527 2.7395  0.066
H 0.8060 3.3539 4.4852  0.089
H -0.4844 4.0888 3.5573  0.097
C 0.3820 0.5792 -3.1166  -0.113
O 0.9837 -0.4342 -3.8896  -0.177
C 1.2517 -1.5939 -3.1466  -0.250
C 1.9575 -2.6035 -4.0139  -0.189
N 1.9282 -3.9562 -3.4226  -0.076
C 2.6695 -4.1049 -2.1634  -0.218
C 2.6360 -5.5525 -1.7482  -0.215
O 1.3043 -6.0307 -1.6818  -0.178
C 0.7830 -6.0018 -0.3884  -0.117
H -0.6891 0.3562 -2.9699  0.086
H 0.4154 1.5102 -3.6809  0.089
H 0.8358 0.6755 -2.1282  0.066
H 0.2950 -2.0250 -2.8004  0.133
H 1.8328 -1.4137 -2.2311  0.108
H 3.0202 -2.3800 -4.1351  0.118
H 1.4994 -2.7325 -4.9924  0.121
H 0.9810 -4.3055 -3.3851  0.102
H 2.1861 -3.4580 -1.4123  0.097
H 3.6616 -3.7348 -2.4289  0.126
H 3.1701 -5.7145 -0.8065  0.117
H 3.1153 -6.1347 -2.5401  0.127
H -0.2483 -6.3424 -0.4017  0.061
H 0.7001 -4.9859 0.0477  0.087
H 1.4237 -6.5246 0.3319  0.091
C 5.7233 1.8729 -1.4293  -0.124
O 5.3545 1.1993 -0.2427  -0.196
C 4.7896 -0.0682 -0.5148  -0.233
C 4.7438 -0.8735 0.7529  -0.203
N 4.2790 -2.2118 0.4171  -0.046
C 3.8406 -3.0654 1.5212  -0.192
C 3.4493 -2.3822 2.8201  -0.238
O 2.3241 -1.5651 2.5746  -0.195
C 1.8321 -0.9719 3.7376  -0.125
H 4.8637 1.9546 -2.1065  0.087
H 6.5421 1.3401 -1.9245  0.090
H 6.0537 2.8651 -1.1305  0.083
H 5.3816 -0.5604 -1.2978  0.127
H 3.7653 0.0874 -0.8909  0.124
H 4.0646 -0.3600 1.4413  0.113
H 5.7374 -0.9706 1.1954  0.130
H 3.6296 -2.2688 -0.3498  0.065
H 4.6179 -3.8039 1.7666  0.114
H 2.9632 -3.6205 1.1750  0.106
H 4.2659 -1.7300 3.1577  0.119
H 3.2205 -3.1469 3.5675  0.126
H 1.0458 -0.2667 3.4640  0.060
H 2.6225 -0.4096 4.2593  0.097
H 1.4101 -1.6706 4.4734  0.088
C -3.1263 2.3082 -1.3740  -0.115
O -3.8483 3.5019 -1.4809  -0.166
C -3.0746 4.6192 -1.1212  -0.244
C -3.9773 5.7097 -0.6249  -0.207
N -3.2237 6.7640 0.0393  -0.062
C -2.2411 7.4638 -0.7667  -0.214
C -2.7876 8.1254 -2.0137  -0.257
O -3.8499 8.9606 -1.6485  -0.192
C -4.4721 9.6073 -2.7379  -0.104
H -2.8777 2.0986 -0.3239  0.076
H -2.2020 2.3650 -1.9616  0.074
H -3.7101 1.4601 -1.7270  0.094
H -2.4557 4.9627 -1.9648  0.125
H -2.3840 4.3607 -0.3054  0.116
H -4.6265 5.2641 0.1363  0.127
H -4.6838 6.1120 -1.3659  0.122
H -3.8275 7.4324 0.4919  0.107
H -1.4351 6.7936 -1.0962  0.109
H -1.7050 8.1695 -0.1301  0.120
H -3.0411 7.4053 -2.8084  0.120
H -1.9974 8.7396 -2.4884  0.126
H -3.7509 10.2355 -3.2825  0.087
H -5.2790 10.2187 -2.3537  0.086
H -4.8124 8.8588 -3.4659  0.089